(1)
83
Properties=species:S:1:pos:R:3:mulliken_charge:R:1 method="wB97M-V/def2-TZVPD" relative_energy_kcal_mol=78.4 spin_multiplicity=1 mol_weight_g_mol=531.06 total_charge=-1 e_tot_ev=-59999.570 orbital_gap_ev=7.69
Cl -17.707 -7.838 -27.569 1.59
O -16.874 -6.828 -27.050 -0.61
O -17.167 -9.157 -27.174 -0.69
O -19.072 -7.804 -27.155 -0.64
O -17.738 -7.880 -29.006 -0.64
C -17.860 -11.676 -22.364 -0.53
O -19.032 -11.444 -23.022 -0.50
H -18.018 -11.555 -21.292 0.21
H -17.398 -12.643 -22.560 0.23
H -17.104 -10.927 -22.601 0.25
H -18.840 -11.148 -23.915 0.34
C -10.700 -9.338 -36.306 -0.83
O -10.607 -8.685 -35.041 -0.27
C -11.802 -9.060 -34.262 -0.54
C -11.890 -8.361 -32.918 -0.70
N -11.555 -6.955 -32.967 -0.33
C -11.298 -6.360 -31.620 -0.66
C -10.556 -5.054 -31.832 -0.58
O -9.356 -5.090 -32.705 -0.29
C -8.660 -3.898 -32.768 -0.69
H -11.652 -9.142 -36.800 0.33
H -10.726 -10.427 -36.255 0.32
H -10.057 -9.007 -37.121 0.30
H -11.864 -10.133 -34.081 0.36
H -12.752 -8.760 -34.703 0.31
H -11.356 -8.954 -32.176 0.36
H -12.928 -8.379 -32.588 0.38
H -12.474 -6.548 -33.073 0.30
H -10.705 -6.954 -30.923 0.40
H -12.180 -6.088 -31.041 0.32
H -10.100 -4.881 -30.858 0.38
H -11.252 -4.231 -31.996 0.33
H -9.174 -3.117 -33.329 0.29
H -7.717 -4.078 -33.286 0.22
H -8.600 -3.484 -31.762 0.30
C -18.540 -3.675 -19.666 -0.74
O -19.346 -2.943 -20.668 -0.36
C -18.684 -2.890 -21.896 -0.27
C -19.463 -2.128 -22.962 -1.04
N -19.913 -0.732 -22.668 -0.36
C -18.745 0.176 -22.503 -0.39
C -19.173 1.634 -22.208 -0.63
O -19.813 1.865 -20.944 -0.35
C -19.135 1.500 -19.795 -0.50
H -18.240 -2.929 -18.929 0.24
H -17.693 -4.200 -20.107 0.36
H -19.114 -4.402 -19.092 0.25
H -18.470 -3.896 -22.257 0.46
H -17.755 -2.365 -21.673 0.32
H -20.358 -2.714 -23.171 0.39
H -18.916 -2.129 -23.906 0.40
H -20.480 -0.789 -21.834 0.32
H -18.108 0.162 -23.387 0.38
H -18.157 -0.158 -21.648 0.21
H -19.943 1.988 -22.894 0.32
H -18.285 2.215 -22.458 0.36
H -19.755 1.689 -18.920 0.25
H -18.204 2.043 -19.633 0.28
H -19.013 0.417 -19.791 0.12
C -24.509 -3.319 -32.391 -0.74
O -23.558 -4.073 -33.232 -0.32
C -22.328 -4.460 -32.602 -0.16
C -21.252 -4.517 -33.638 -1.05
N -21.443 -5.468 -34.833 -0.33
C -21.596 -6.882 -34.436 -0.61
C -21.381 -7.864 -35.675 -0.62
O -19.946 -8.048 -35.833 -0.28
C -19.586 -9.254 -36.494 -0.77
H -24.933 -2.467 -32.922 0.24
H -24.192 -3.088 -31.375 0.32
H -25.400 -3.921 -32.212 0.25
H -22.349 -5.474 -32.202 0.27
H -21.896 -3.813 -31.839 0.38
H -20.311 -4.752 -33.140 0.42
H -21.082 -3.541 -34.093 0.40
H -22.226 -5.199 -35.411 0.27
H -22.604 -7.117 -34.093 0.34
H -20.906 -7.232 -33.668 0.39
H -21.761 -7.524 -36.639 0.31
H -21.836 -8.812 -35.385 0.39
H -18.496 -9.274 -36.499 0.27
H -19.778 -9.367 -37.561 0.30
H -20.011 -10.156 -36.055 0.31



(2)
136
Properties=species:S:1:pos:R:3:mulliken_charge:R:1 method="wB97M-V/def2-TZVPD" spin_multiplicity=1 mol_weight_g_mol=909.16 total_charge=0 e_tot_ev=-101161.668 orbital_gap_ev=7.09
C -0.909 1.514 -0.227 -1.32
C 0.310 0.670 0.205 2.43
C 0.223 -0.880 -0.275 -0.39
O 1.563 -1.062 -0.791 -0.35
C 2.198 0.121 -0.958 -3.92
O 3.361 0.193 -1.316 -0.13
O 1.430 1.141 -0.564 1.00
H -0.823 2.522 0.180 -0.15
H -1.910 1.275 0.132 0.48
H -0.794 1.630 -1.305 0.27
H 0.532 0.757 1.269 0.36
H -0.562 -0.995 -1.023 0.83
H -0.036 -1.436 0.626 -1.74
C -3.823 -0.037 -1.339 -0.39
C -2.648 0.070 -2.286 1.19
C -2.917 0.366 -3.717 -0.97
O -2.507 1.765 -3.895 -0.46
C -1.753 2.153 -2.821 0.36
O -1.286 3.244 -2.679 -0.51
O -1.766 1.168 -1.879 -0.93
H -4.491 -0.861 -1.591 0.40
H -4.433 0.866 -1.342 0.20
H -3.482 -0.265 -0.330 -0.40
H -2.047 -0.836 -2.210 -0.72
H -3.964 0.236 -3.990 0.52
H -2.265 -0.288 -4.297 0.59
C 2.688 -0.098 -3.223 -0.15
C 2.699 -1.632 -3.278 -0.42
O 3.785 -2.202 -3.272 -0.62
C 1.355 -2.426 -3.312 -0.54
H 3.639 0.252 -2.821 0.43
H 1.865 0.317 -2.641 -0.13
H 2.714 0.331 -4.225 0.64
H 0.697 -2.182 -2.478 1.29
H 1.569 -3.493 -3.258 0.72
H 0.896 -2.179 -4.269 0.68
C 2.896 -1.661 1.371 -1.30
C 1.689 -1.651 2.320 0.79
O 0.562 -1.340 1.917 -0.25
C 2.045 -1.930 3.816 -1.97
H 2.496 -1.461 0.377 -0.91
H 3.346 -2.654 1.354 0.99
H 3.690 -0.942 1.574 0.71
H 1.189 -1.631 4.421 0.31
H 2.996 -1.440 4.026 0.48
H 2.216 -2.997 3.953 0.40
C 0.778 -3.545 -1.439 -1.37
C -0.508 -3.365 -0.709 0.81
O -1.007 -2.275 -0.369 -0.53
C -1.298 -4.627 -0.490 -2.25
H 0.643 -3.831 -2.483 1.36
H 1.467 -4.210 -0.919 0.02
H 1.243 -2.561 -1.387 -2.37
H -0.905 -5.216 0.339 0.31
H -1.200 -5.216 -1.401 0.58
H -2.351 -4.532 -0.227 0.32
C -0.119 -0.002 -4.372 -0.91
C 0.125 0.362 -2.997 0.52
O -0.213 -0.395 -2.105 0.22
C 0.599 1.776 -2.719 -1.21
H 0.371 0.658 -5.088 0.41
H -1.170 0.063 -4.653 -0.17
H 0.187 -1.037 -4.521 -0.31
H 1.634 1.828 -3.056 0.36
H 0.675 1.875 -1.636 0.41
H -0.058 2.575 -3.061 0.39
C 3.363 -1.723 -0.869 -0.66
C 3.971 -3.126 -1.239 0.08
O 5.157 -3.352 -1.298 -0.70
C 2.979 -4.198 -1.566 -0.62
H 2.276 -1.772 -0.807 2.24
H 3.594 -1.007 -1.657 1.39
H 3.720 -1.468 0.129 0.16
H 3.512 -5.133 -1.741 0.48
H 2.406 -4.049 -2.481 -0.11
H 2.298 -4.412 -0.742 0.41
C 1.749 4.916 0.724 -1.61
C 0.961 3.616 0.624 0.78
O 0.507 3.236 -0.475 -0.11
C 0.868 2.802 1.900 0.24
H 1.939 5.371 -0.248 0.43
H 2.710 4.726 1.203 0.42
H 1.249 5.635 1.372 0.59
H 0.664 1.738 1.778 0.39
H -0.008 3.138 2.455 -0.27
H 1.762 2.952 2.505 1.13
C 3.521 3.403 -0.076 -0.27
C 3.537 2.624 1.165 0.53
O 3.501 3.192 2.241 -0.67
C 3.642 1.063 1.026 -0.89
H 4.549 3.737 -0.223 0.61
H 2.859 4.269 -0.061 -0.50
H 3.269 2.785 -0.937 -0.24
H 4.350 0.753 0.257 0.52
H 2.682 0.698 0.663 0.33
H 3.926 0.586 1.964 0.95
C -4.919 2.398 0.013 -0.78
C -3.891 3.491 0.068 -0.30
O -4.209 4.585 0.471 -0.65
C -2.460 3.239 -0.359 0.20
H -4.742 1.732 -0.831 0.09
H -5.924 2.821 0.005 0.49
H -4.870 1.805 0.927 0.15
H -2.060 3.971 -1.059 0.92
H -2.244 2.218 -0.674 -0.24
H -1.911 3.380 0.573 0.13
C -1.168 1.812 2.230 0.67
C -0.633 0.803 3.262 -0.36
C -1.598 0.452 4.349 -1.22
S -2.879 1.846 4.304 1.17
O -2.856 2.683 5.507 -0.77
O -4.131 1.350 3.779 -0.60
C -2.032 2.850 3.007 -0.75
H -1.809 1.346 1.481 -0.03
H -0.273 2.259 1.799 -1.03
H 0.259 1.226 3.724 1.00
H -0.261 -0.109 2.794 -0.50
H -1.065 0.440 5.299 0.53
H -2.086 -0.513 4.211 0.88
H -1.257 3.460 3.472 0.53
H -2.690 3.490 2.420 0.55
C -1.680 -1.383 1.223 -0.27
C -2.861 -1.234 2.161 -0.41
C -3.146 -2.615 2.780 -0.87
S -1.861 -3.766 2.254 1.52
O -2.332 -4.466 1.063 -0.68
O -1.309 -4.537 3.367 -0.90
C -0.722 -2.439 1.796 0.47
H -1.263 -0.380 1.131 0.32
H -2.046 -1.679 0.240 0.79
H -3.683 -0.869 1.545 0.62
H -2.636 -0.458 2.892 -1.23
H -4.147 -3.036 2.688 0.38
H -2.975 -2.425 3.839 0.44
H 0.083 -2.927 1.248 0.46
H -0.351 -2.161 2.783 0.27